[1]
This record from OMol25 describes C18H27ClInNO4P2 as an isolated structure at a distorted geometry. The level of theory is wB97M-V/def2-TZVPD.

```
54
Properties=species:S:1:pos:R:3:forces:R:3:lowdin_charge:R:1
In 0.012 -0.041 -0.751 -0.43 0.03 2.97 0.993
Cl -6.391 -5.168 1.396 -0.29 -0.18 0.10 0.745
P 2.189 -1.113 0.145 1.29 -0.69 -0.44 0.848
P -1.259 2.209 -0.501 -0.55 1.32 -0.29 0.848
O -1.103 -1.490 0.337 1.44 1.40 -0.86 -0.256
O 2.007 1.710 -4.898 0.57 -1.19 -0.03 -0.090
O 2.497 -2.777 -4.524 -0.42 -0.54 0.73 -0.073
O -1.681 -0.251 2.162 0.39 -0.60 -1.24 0.041
N 1.524 1.816 0.568 -0.57 -0.74 -0.55 0.041
C 1.256 3.107 0.345 0.72 0.55 0.34 -0.310
C -2.354 2.597 -1.900 0.16 -0.23 -0.08 -0.223
C 3.233 3.741 1.549 0.08 0.17 0.11 0.001
C -1.858 -1.186 1.383 -1.64 -0.33 0.94 -0.558
C -5.124 -4.028 1.441 0.85 0.74 0.03 -0.672
C 2.028 -2.758 0.910 -0.43 0.02 -0.12 -0.202
C -3.160 -3.076 0.430 -0.23 -0.24 -0.11 -0.034
C 3.495 2.396 1.770 -0.37 -0.59 -0.49 0.016
C 3.491 -1.259 -1.127 -0.18 0.04 -0.07 -0.217
C 0.046 3.490 -0.493 0.53 -0.30 -0.25 -0.257
C -3.954 -2.190 2.531 0.07 -0.17 -0.37 0.004
C -3.022 -2.161 1.477 0.21 0.07 0.06 -0.139
C 2.615 1.439 1.244 0.49 0.80 0.26 -0.303
C 2.911 -0.041 1.436 -0.46 0.62 0.26 -0.235
C -4.194 -3.999 0.398 0.06 0.25 0.28 -0.085
C -5.000 -3.124 2.508 0.37 0.14 -0.22 -0.070
C 2.110 4.110 0.823 -0.62 -0.54 -0.09 0.017
C -2.241 2.552 1.005 0.05 -0.75 0.22 -0.194
H -3.847 -1.481 3.352 -0.11 -0.23 -0.15 0.124
H 2.995 -3.144 1.280 -0.26 0.42 -0.25 0.087
H 0.360 3.654 -1.542 -0.10 -0.02 0.38 0.121
H 3.682 -0.262 -1.550 -0.01 -0.34 0.00 0.068
H 2.591 -3.650 -4.950 0.02 0.53 0.09 0.062
H -4.256 -4.685 -0.434 -0.18 -0.10 0.06 0.110
H 4.005 -0.171 1.456 -0.38 -0.23 -0.12 0.120
H 2.008 0.723 -4.886 -0.02 1.07 -0.21 0.039
H 4.425 -1.659 -0.698 -0.43 0.14 -0.07 0.082
H 1.846 5.142 0.631 0.22 0.03 0.06 0.131
H 1.995 -2.982 -3.710 0.33 0.01 -0.78 0.022
H -0.362 4.438 -0.115 -0.11 -0.30 -0.18 0.119
H -1.785 2.504 -2.834 -0.27 0.01 0.14 0.064
H 3.138 -1.940 -1.918 0.26 0.30 0.16 0.041
H -5.721 -3.163 3.314 0.05 0.05 -0.02 0.112
H -2.784 3.609 -1.834 0.24 -0.33 0.15 0.083
H 1.318 -2.699 1.747 0.11 -0.10 -0.31 0.069
H 3.906 4.502 1.940 -0.14 -0.18 -0.10 0.135
H -2.641 3.583 1.010 0.37 -0.40 -0.42 0.088
H 1.645 -3.440 0.139 0.01 0.06 0.34 0.069
H 4.379 2.053 2.291 -0.02 0.19 0.09 0.131
H -3.166 1.860 -1.871 0.08 0.18 -0.20 0.067
H -1.610 2.398 1.892 -0.31 -0.10 -0.25 0.065
H 2.520 -0.379 2.410 0.04 0.09 -0.27 0.123
H -2.444 -3.068 -0.386 -0.23 -0.06 0.21 0.108
H 2.810 1.914 -5.418 -0.57 0.02 0.30 0.055
H -3.079 1.838 1.020 0.31 0.24 0.23 0.069
```
Forces are in eV/Å.

The calculation puts the frontier orbital gap at 4.29 eV. As for the charge: +2. As for the highest occupied orbital energy: -13.2 eV. The LUMO energy comes out at -8.93 eV. Its energy above the lowest of the compared OMol25 structures with the same formula, charge and spin is 0.0 kcal per mole.

[2]
This record from OMol25 describes a 2-piece molecular cluster, C10H13NO3 overall at a distorted geometry. The level of theory is wB97M-V/def2-TZVPD.

```
27
Properties=species:S:1:pos:R:3:forces:R:3:lowdin_charge:R:1
O -3.542 0.103 0.013 -1.59 -1.27 0.62 -0.038
O -1.391 -1.432 -1.044 0.04 -0.30 1.05 0.056
O -1.180 -1.125 1.211 -1.93 0.16 -0.04 0.105
N -2.655 1.106 0.094 -1.53 0.58 2.46 -0.050
C 2.800 -1.959 1.200 -1.90 1.01 -1.20 -0.066
C 1.405 -1.829 1.176 -1.34 -0.94 1.04 -0.022
C 0.763 -1.515 0.014 -0.37 0.32 -1.13 -0.135
C 2.862 -1.354 -1.052 3.16 -0.35 -1.03 -0.099
C -0.739 -1.374 -0.014 1.24 -0.28 -0.81 -0.477
C -0.903 2.437 -0.573 -4.68 2.33 -2.01 -0.188
C -1.340 3.196 0.682 6.78 0.79 -0.24 -0.099
C 1.529 -1.356 -1.160 -1.80 0.43 1.90 -0.021
C 3.585 -1.625 0.111 -1.33 -1.36 0.79 -0.049
C -1.827 1.267 -0.792 1.83 0.14 -2.22 -0.184
H 3.067 -2.410 2.065 1.97 -1.03 2.51 0.069
H 1.028 -1.169 -2.058 -0.55 0.14 -1.34 0.105
H -3.288 -0.579 -0.617 0.50 -0.13 -0.80 0.075
H -1.082 3.083 -1.521 0.66 -0.75 1.41 0.142
H -2.306 3.365 0.649 -4.52 1.05 0.45 0.013
H 4.632 -1.914 0.128 -0.02 0.62 -0.22 0.111
H -0.960 2.672 1.519 -0.69 -1.33 1.12 0.060
H -2.163 -0.918 1.194 1.14 -0.24 -0.09 0.140
H -0.679 4.102 0.919 -1.20 -0.45 -1.28 0.105
H -1.809 0.573 -1.659 0.30 0.83 0.28 0.136
H 0.048 2.146 -0.546 4.04 -1.13 -0.01 0.051
H 0.668 -2.164 2.002 1.98 0.75 -0.91 0.153
H 3.477 -1.326 -1.941 -0.17 0.41 -0.32 0.108
```
Forces are in eV/Å.

The calculation puts the frontier orbital gap at 10.01 eV. As for the highest occupied orbital energy: -9.7 eV. The LUMO energy comes out at 0.28 eV. Its energy above the lowest of the compared OMol25 structures with the same formula, charge and spin is 83.5 kcal per mole.

[3]
This record from OMol25 describes one molecule with the formula C17H20ClN3O at a distorted geometry. The level of theory is wB97M-V/def2-TZVPD.

```
42
Properties=species:S:1:pos:R:3:forces:R:3:lowdin_charge:R:1
Cl -5.197 -3.538 0.429 -0.10 -0.09 -0.16 0.667
O 1.617 0.761 -0.075 -0.81 -0.38 -0.04 0.008
N 2.072 -0.199 -1.985 -0.53 -0.29 -0.11 0.204
N 2.884 1.144 -0.413 1.15 0.46 -0.05 0.141
N -1.042 -0.367 0.068 0.02 0.08 0.03 -0.174
C -2.764 -1.233 2.593 -0.01 -0.02 0.18 -0.202
C 4.111 1.601 -3.530 0.10 -0.14 0.07 -0.302
C -1.677 -0.229 2.323 0.03 -0.11 -0.01 -0.227
C -0.603 -0.800 1.381 0.18 -0.11 0.24 -0.135
C -0.180 -0.667 -1.037 -0.25 -0.10 0.05 -0.093
C -4.408 -2.773 1.768 0.12 0.11 0.17 -0.662
C -3.144 -1.554 3.888 0.04 0.04 -0.05 -0.035
C 4.070 3.089 -3.355 -0.14 0.08 0.03 -0.117
C -2.220 1.002 1.556 0.06 0.13 -0.10 -0.098
C 5.214 2.450 -4.083 0.08 -0.05 -0.17 -0.122
C -4.792 -3.095 3.060 -0.04 -0.04 -0.02 -0.115
C 3.123 0.557 -1.550 -0.34 0.00 0.54 -0.360
C 1.183 -0.040 -1.053 0.65 0.03 -0.46 -0.309
C 4.377 0.722 -2.323 -0.05 0.22 -0.14 -0.100
C -4.151 -2.477 4.118 -0.05 -0.04 -0.01 -0.078
C -1.455 1.014 0.229 -0.09 0.29 -0.08 -0.168
C -3.407 -1.851 1.525 -0.14 -0.13 0.04 -0.063
H -2.651 -1.081 4.725 0.07 0.06 0.07 0.110
H -2.081 1.313 -0.615 0.03 0.07 0.00 0.124
H 3.349 3.656 -3.923 -0.03 -0.01 -0.08 0.097
H 4.721 -0.261 -2.651 0.07 0.04 0.09 0.125
H 4.252 3.483 -2.367 0.04 -0.02 0.12 0.101
H -3.112 -1.610 0.516 -0.02 -0.01 -0.14 0.111
H -2.062 1.923 2.113 -0.05 0.03 0.00 0.112
H 6.175 2.419 -3.592 0.06 -0.03 0.11 0.098
H -5.576 -3.815 3.230 -0.07 -0.06 -0.01 0.101
H 0.382 -0.390 1.649 -0.07 -0.07 -0.01 0.122
H 5.278 2.575 -5.153 -0.04 0.02 -0.07 0.095
H -0.035 -1.752 -1.084 0.01 0.12 -0.09 0.140
H -1.228 0.070 3.271 -0.02 -0.04 -0.05 0.137
H 3.414 1.161 -4.231 0.01 0.09 -0.07 0.135
H -0.597 1.700 0.292 -0.10 -0.03 -0.04 0.117
H -3.289 0.887 1.381 0.01 0.04 0.03 0.114
H -0.681 -0.368 -1.965 0.11 -0.09 0.05 0.139
H -4.439 -2.719 5.130 -0.03 -0.03 0.09 0.104
H -0.555 -1.890 1.418 0.05 0.00 0.05 0.133
H 5.126 1.179 -1.677 0.07 -0.03 -0.02 0.124
```
Forces are in eV/Å.

The calculation puts the frontier orbital gap at 9.67 eV. As for the highest occupied orbital energy: -8.9 eV. The LUMO energy comes out at 0.76 eV. Its energy above the lowest of the compared OMol25 structures with the same formula, charge and spin is 17.9 kcal per mole.

[4]
This record from OMol25 describes a 2-piece molecular cluster, CH4N2O2 overall at a distorted geometry. The level of theory is wB97M-V/def2-TZVPD.

```
9
Properties=species:S:1:pos:R:3:forces:R:3:lowdin_charge:R:1
O -2.255 -0.738 -0.485 -1.14 -0.05 0.22 -0.128
O -3.288 -0.049 1.284 -1.54 -0.12 0.42 -0.042
N -2.307 -0.197 0.630 3.20 0.28 -0.78 -0.357
N 0.101 -0.244 -0.693 1.58 1.09 4.04 0.096
C 0.250 0.133 0.565 -0.93 2.82 -2.36 0.055
H 0.134 -1.181 -0.880 -0.70 -2.51 -1.07 0.087
H 0.496 1.248 0.639 -0.80 -1.86 0.64 0.121
H -0.169 0.438 -1.324 -0.28 1.05 -1.81 0.101
H 0.130 -0.537 1.370 0.61 -0.69 0.69 0.067
```
Forces are in eV/Å.

The calculation puts the frontier orbital gap (alpha / beta) at 7.27 / 7.27 eV. As for the highest occupied orbital energy (alpha / beta): -7.7 / -7.7 eV. The LUMO energy (alpha / beta) comes out at -0.46 / -0.45 eV. Its energy above the lowest of the compared OMol25 structures with the same formula, charge and spin is 106.4 kcal per mole.

[5]
This record from OMol25 describes C16H11ClIrN3O11S as an isolated structure. The level of theory is wB97M-V/def2-TZVPD.

```
44
Properties=species:S:1:pos:R:3:forces:R:3:lowdin_charge:R:1
Ir 0.445 -0.610 -0.202 0.12 0.19 0.07 1.469
Cl -0.758 -2.300 1.544 0.01 0.03 0.01 0.756
S -2.535 2.305 -2.813 0.07 -0.04 -0.05 0.657
O 0.221 -1.172 1.790 -0.03 -0.02 -0.02 -0.410
O 9.178 -0.190 0.180 0.00 0.00 0.00 0.087
O 2.002 0.716 -0.073 0.01 -0.04 0.01 -0.074
O 2.379 -1.400 -0.255 -0.03 -0.01 0.01 -0.071
O -2.005 -2.012 2.126 0.01 -0.01 0.00 -0.233
O -2.005 1.865 -4.083 -0.02 0.01 0.03 -0.315
O 8.791 1.922 0.338 0.00 0.00 0.00 0.088
O -1.261 0.435 0.094 -0.15 -0.32 -0.08 -0.183
O -0.850 -2.249 0.036 -0.01 0.00 0.03 -0.423
O -0.207 -3.522 1.964 0.00 -0.01 -0.02 -0.226
O -2.970 3.661 -2.693 -0.01 0.02 -0.01 -0.274
N 0.501 -0.302 -2.153 0.07 -0.01 0.01 0.062
N 8.437 0.768 0.227 0.00 0.00 -0.01 -0.350
N -1.452 1.923 -1.634 0.03 -0.10 -0.08 0.004
C 0.591 0.219 -4.687 -0.01 0.04 -0.02 -0.007
C 4.304 0.030 -0.029 0.00 -0.01 0.00 -0.122
C 4.756 1.338 0.104 0.00 0.00 0.00 0.022
C 0.550 -0.081 -3.270 -0.02 -0.01 0.04 -0.106
C 5.193 -1.039 -0.075 0.00 0.00 0.00 0.020
C 6.981 0.508 0.139 0.00 0.00 0.00 -0.126
C -4.041 -0.477 -0.559 0.04 0.00 0.01 0.012
C 6.115 1.585 0.189 0.00 0.00 0.00 0.025
C -5.815 -0.039 -2.149 0.01 -0.01 0.02 -0.061
C -1.912 0.969 -0.886 0.10 0.19 0.02 -0.489
C -3.796 1.175 -2.288 -0.04 -0.01 0.00 -0.214
C -5.056 0.936 -2.789 0.00 -0.01 0.00 -0.027
C 6.553 -0.801 0.010 0.00 0.00 0.00 0.023
C -5.315 -0.735 -1.051 -0.03 0.01 -0.03 -0.054
C -3.290 0.492 -1.200 -0.08 0.10 0.10 -0.133
C 2.856 -0.231 -0.121 -0.03 0.03 -0.03 -0.551
H -5.442 1.484 -3.638 0.01 0.00 0.00 0.123
H 6.508 2.585 0.294 0.00 0.00 0.00 0.125
H 1.593 0.552 -4.956 0.00 0.00 0.00 0.099
H 4.812 -2.046 -0.174 0.00 0.00 0.00 0.128
H -0.140 1.006 -4.879 -0.01 -0.01 -0.01 0.069
H 4.042 2.149 0.141 0.00 0.00 0.00 0.130
H 0.337 -0.674 -5.255 -0.01 0.00 0.00 0.101
H -3.642 -1.001 0.299 0.00 0.00 -0.01 0.107
H 7.277 -1.601 -0.021 0.00 0.00 0.00 0.124
H -6.813 -0.257 -2.507 0.00 0.00 0.00 0.108
H -5.932 -1.483 -0.572 0.00 0.00 0.00 0.108
```
Forces are in eV/Å.

The calculation puts the frontier orbital gap at 8.29 eV. As for the highest occupied orbital energy: -9.6 eV. The LUMO energy comes out at -1.36 eV. Its energy above the lowest of the compared OMol25 structures with the same formula, charge and spin is 4.6 kcal per mole.

[6]
This record from OMol25 describes a 3-piece molecular cluster, C12H26Br4F2NO5P overall. The level of theory is wB97M-V/def2-TZVPD.

```
51
Properties=species:S:1:pos:R:3:forces:R:3:lowdin_charge:R:1
Br 3.643 -4.886 0.836 -0.01 -0.02 -0.04 0.621
Br 1.009 -3.631 -1.374 -0.09 -0.09 0.04 0.722
Br -1.768 -5.531 0.196 -0.02 0.00 0.01 0.586
Br -0.128 -4.277 3.237 -0.04 -0.02 -0.01 0.594
P 0.406 0.141 -2.139 0.50 0.00 0.31 0.491
F -1.300 2.454 2.597 0.03 0.18 0.20 -0.008
F -2.547 3.152 -3.363 -0.14 0.01 -0.12 -0.106
O -0.340 -0.161 -3.524 0.11 -0.04 0.04 -0.117
O 0.338 4.126 1.206 -0.14 0.01 -0.02 -0.166
O 1.822 -0.251 -2.166 -0.07 0.06 -0.25 -0.273
O -0.490 -0.622 -1.059 -0.17 0.26 -0.24 -0.143
O -0.599 2.159 -0.607 -0.10 -0.30 -0.01 -0.112
N -1.445 3.608 -2.601 0.22 -0.04 0.50 0.006
C 3.801 -3.891 -0.833 0.00 -0.04 0.12 -0.676
C 0.604 4.800 2.417 0.24 -0.14 0.00 -0.104
C -0.314 2.756 -2.938 -0.24 0.10 0.20 -0.134
C -0.342 -6.108 2.617 0.08 0.10 0.06 -0.692
C -1.166 1.453 1.638 0.00 -0.32 -0.21 -0.260
C -2.522 1.211 1.000 -0.36 0.18 0.14 -0.172
C -0.034 1.777 0.648 -0.04 0.49 0.11 -0.243
C 0.936 2.858 1.113 0.11 -0.09 -0.14 -0.164
C 0.216 1.930 -1.721 -0.28 0.28 -0.15 -0.309
C -3.259 2.513 0.630 0.26 -0.14 -0.25 -0.075
C -0.200 -6.211 1.123 -0.05 -0.02 -0.10 -0.711
C 2.737 -2.837 -0.962 0.12 0.03 -0.15 -0.656
H -0.353 -1.575 -1.175 0.05 -0.35 0.27 -0.014
H 3.759 -4.622 -1.633 0.01 0.01 -0.03 0.051
H 1.681 4.948 2.558 0.03 0.04 -0.03 0.087
H -4.107 2.698 1.283 -0.03 0.03 0.08 0.068
H 0.222 4.238 3.270 -0.12 0.02 0.06 0.082
H 0.647 -5.643 0.750 0.01 -0.01 0.02 -0.036
H -1.278 -0.317 -3.377 -0.23 -0.01 -0.15 0.093
H 1.736 2.921 0.365 0.12 -0.06 0.05 0.124
H -1.313 -6.444 2.966 -0.01 -0.02 0.00 0.049
H 0.441 -6.680 3.110 0.02 0.00 -0.03 0.058
H -0.656 2.092 -3.725 0.18 0.03 -0.18 0.099
H 0.554 0.860 0.547 0.01 -0.06 -0.16 0.138
H 1.408 2.535 2.045 -0.10 0.08 0.15 0.137
H -3.118 0.633 1.708 0.00 0.01 0.04 0.111
H -1.297 4.548 -2.946 -0.11 0.01 -0.25 0.118
H -2.409 0.590 0.117 0.20 -0.10 0.01 0.094
H 0.496 3.370 -3.325 0.12 -0.05 -0.06 0.124
H -3.611 2.456 -0.398 -0.10 0.06 0.01 0.067
H 0.127 5.773 2.365 -0.10 0.03 -0.01 0.089
H 2.944 -2.157 -1.784 -0.02 -0.03 0.05 0.040
H -0.866 0.567 2.201 0.09 -0.06 0.00 0.149
H 4.785 -3.431 -0.809 -0.01 0.03 0.02 0.061
H 1.240 2.260 -1.532 0.10 -0.11 0.04 0.117
H -0.106 -7.251 0.818 -0.02 -0.02 0.04 0.062
H 2.602 -2.266 -0.050 0.01 0.02 0.01 0.062
H -2.586 3.366 0.681 -0.02 0.07 0.02 0.071
```
Forces are in eV/Å.

The calculation puts the frontier orbital gap at 9.86 eV. As for the highest occupied orbital energy: -9.5 eV. The LUMO energy comes out at 0.38 eV. Its energy above the lowest of the compared OMol25 structures with the same formula, charge and spin is 0.0 kcal per mole.